Entry from the Open Molecules 2025 dataset: a 11-piece molecular cluster, C79H156F18N5O12 overall in a non-equilibrium geometry (ωB97M-V/def2-TZVPD).

Structure (XYZ):
```
270
Properties=species:S:1:pos:R:3:forces:R:3
C -4.8560 -17.7767 -22.7253 -0.3 -1.0 -0.6
C -6.1895 -18.3163 -22.2277 0.7 0.2 2.2
C -6.6576 -17.4603 -21.0119 0.2 -0.4 -0.7
C -7.9673 -17.9639 -20.5616 -1.0 -1.1 1.1
N -8.6959 -17.1250 -19.5186 -0.7 -1.4 0.3
C -10.0306 -17.8038 -19.2221 0.9 0.7 1.0
C -10.7716 -17.6223 -20.5060 -1.6 0.8 -0.5
C -10.2138 -16.3228 -21.1945 0.7 -0.7 0.0
C -9.1983 -15.8364 -20.1369 0.8 0.2 1.4
C -7.7835 -17.1214 -18.3183 0.4 -0.4 0.1
C -8.3303 -16.8514 -16.9144 -1.7 0.1 -1.0
C -7.2261 -17.0696 -15.9429 1.2 0.3 0.8
H -4.4342 -18.4773 -23.4733 0.0 0.5 0.6
H -4.1617 -17.6649 -21.8727 -0.2 0.1 -0.5
H -4.9761 -16.8506 -23.2925 0.1 0.1 0.4
H -6.0795 -19.3441 -21.8209 0.0 0.4 -0.4
H -6.9842 -18.3579 -22.9443 -0.3 0.1 -0.8
H -6.7345 -16.4331 -21.3226 0.2 0.7 -0.2
H -5.9454 -17.5634 -20.1875 0.2 0.2 -0.3
H -7.8497 -18.9293 -20.0553 -0.2 0.1 -0.2
H -8.7017 -18.1273 -21.3286 0.2 0.0 -0.6
H -10.4371 -17.2039 -18.3564 0.1 -0.8 -1.0
H -9.8091 -18.8268 -18.9245 -0.1 -0.2 0.1
H -11.8255 -17.4753 -20.3045 -0.3 0.1 0.2
H -10.7758 -18.5085 -21.1358 0.5 0.1 -0.1
H -10.9397 -15.5445 -21.3997 -0.3 0.0 0.2
H -9.8156 -16.6304 -22.1709 0.4 0.5 0.4
H -9.8050 -15.3846 -19.3069 0.7 0.0 -0.8
H -8.2843 -15.2083 -20.3214 -1.2 -0.4 -0.5
H -7.1248 -16.3174 -18.5891 0.8 0.3 0.3
H -7.1998 -18.0881 -18.3007 -1.0 0.9 -0.2
H -9.2227 -17.4297 -16.6299 0.5 -0.3 -0.4
H -8.7110 -15.8318 -16.9386 0.2 0.4 0.4
H -6.9918 -18.1403 -15.8024 0.1 0.5 -0.4
H -7.4216 -16.6809 -14.9464 -0.4 0.0 0.1
H -6.3569 -16.4713 -16.2727 0.0 -0.7 0.1
C -7.5404 -28.4997 -21.0878 1.0 -0.4 0.6
C -6.6963 -29.7873 -21.2884 0.0 0.7 1.7
C -7.4338 -30.9820 -20.6865 -0.4 1.3 -0.9
C -7.0614 -32.2509 -21.3269 -1.3 -1.0 0.3
N -5.8806 -33.0137 -20.8522 0.2 -0.6 0.6
C -5.8337 -34.2365 -21.7857 1.5 -0.8 1.9
C -5.6119 -35.4438 -20.7929 0.9 2.2 -0.7
C -6.3437 -34.9838 -19.5393 0.4 -1.6 1.0
C -6.1364 -33.4938 -19.3951 -1.6 -0.5 -1.1
C -4.5651 -32.2368 -20.8658 -1.6 0.5 0.1
C -3.3188 -32.9848 -20.5074 0.5 -0.4 0.1
C -2.2061 -31.9501 -20.3388 0.6 0.7 1.1
H -8.4986 -28.4951 -21.6231 0.3 -0.2 0.0
H -6.9437 -27.6367 -21.3953 -0.4 -0.1 0.2
H -7.7612 -28.4476 -20.0061 0.0 0.3 -0.4
H -5.7507 -29.7563 -20.7081 -0.3 0.8 -0.6
H -6.4347 -29.9216 -22.3258 0.0 -0.2 -0.5
H -8.4881 -30.7690 -20.9067 0.0 -0.6 0.1
H -7.3584 -31.0557 -19.6192 0.1 0.3 0.7
H -6.9367 -32.0930 -22.3656 0.2 0.1 -1.2
H -7.9124 -32.9392 -21.2072 0.4 -0.1 -0.1
H -5.0346 -34.0744 -22.5087 0.0 -0.1 0.1
H -6.7537 -34.3227 -22.3104 -0.8 0.0 -0.2
H -4.5306 -35.5065 -20.5673 -0.5 -0.2 -0.2
H -5.9488 -36.3583 -21.2251 -0.3 -0.7 -0.1
H -5.8781 -35.5605 -18.6798 -1.0 0.8 -0.7
H -7.4230 -35.1770 -19.6150 0.4 -0.2 0.2
H -5.3385 -33.2246 -18.7583 1.0 0.4 0.4
H -7.0707 -33.0582 -18.9835 0.7 0.1 -0.5
H -4.7669 -31.4433 -20.1466 0.3 0.1 0.0
H -4.5248 -31.7675 -21.8440 0.3 0.0 -0.2
H -2.9247 -33.5215 -21.3732 -0.6 -0.7 0.1
H -3.4580 -33.6952 -19.6209 0.4 1.1 -1.2
H -2.1332 -31.2098 -21.1758 -0.2 -0.8 0.6
H -1.2703 -32.4918 -20.2436 0.3 0.0 -0.4
H -2.2380 -31.3869 -19.3828 -0.4 -0.1 -0.6
C -3.1072 -28.7587 -27.3728 0.1 0.6 -0.7
C -3.0263 -27.2353 -27.2086 -0.4 0.1 1.4
C -2.8267 -26.8419 -25.7118 0.2 0.6 -0.4
C -1.4696 -27.4140 -25.3130 -1.0 -1.8 1.0
N -0.6542 -26.8251 -24.2194 -0.1 2.2 0.3
C -0.5754 -25.2797 -24.5356 1.3 -0.5 0.7
C 0.8457 -24.8875 -24.0749 -1.0 -0.6 -0.1
C 1.7383 -26.1315 -24.2992 0.2 0.8 1.1
C 0.7907 -27.3426 -24.3171 -0.7 0.3 -1.2
C -1.2366 -26.8826 -22.7795 0.4 0.9 -0.9
C -1.7681 -28.1930 -22.3078 -1.7 -1.1 -1.8
C -2.3843 -28.2493 -20.8849 2.6 1.5 -0.2
H -2.1596 -29.2089 -27.0591 -0.2 -0.1 -0.2
H -3.2433 -28.9418 -28.4573 -0.1 -0.4 0.6
H -3.9198 -29.1867 -26.7675 0.1 0.0 -0.3
H -3.9266 -26.7202 -27.5497 -0.1 -0.2 -0.1
H -2.1881 -26.8210 -27.7669 0.0 -0.1 -0.1
H -3.6829 -27.0615 -25.0844 -0.2 -0.7 0.2
H -2.8217 -25.7524 -25.6713 0.4 0.1 -0.1
H -0.9260 -27.3361 -26.2174 1.3 0.4 -0.6
H -1.4816 -28.4990 -25.0821 -0.4 0.4 -0.1
H -1.3697 -24.7992 -23.9792 -0.1 0.1 0.1
H -0.6783 -25.0758 -25.5944 -0.1 -0.6 -0.2
H 0.8232 -24.6682 -23.0377 -0.1 0.4 1.1
H 1.1226 -23.9727 -24.5912 0.4 -0.1 -0.2
H 2.5316 -26.2293 -23.4937 -0.9 0.1 -0.9
H 2.1979 -25.9426 -25.2508 0.3 -0.7 -0.5
H 0.9568 -28.0376 -23.4769 -0.1 0.0 -0.7
H 0.7681 -27.7462 -25.3639 0.7 -0.2 1.2
H -2.0587 -26.2135 -22.8074 -0.7 0.7 0.2
H -0.4706 -26.4034 -22.1508 -0.1 -0.4 -0.1
H -0.9672 -28.8933 -22.4734 0.3 -0.9 0.4
H -2.5749 -28.5018 -23.0781 1.0 0.5 1.1
H -2.9251 -27.3136 -20.6556 0.0 -0.5 -0.3
H -1.4671 -28.2985 -20.2320 -1.1 -0.1 0.0
H -2.9794 -29.1249 -20.7701 -0.5 -0.6 0.2
C -5.1733 -26.9833 -14.9752 -0.7 0.3 -0.1
C -5.5260 -26.6290 -16.3976 0.4 0.7 -0.7
C -4.3202 -25.8834 -17.0172 0.2 0.1 0.2
C -4.5908 -24.9518 -18.2097 -1.5 1.1 0.5
N -3.7620 -23.6892 -18.3160 0.4 -1.0 0.8
C -3.6893 -22.9193 -16.9713 -0.4 -0.6 -1.1
C -3.5918 -21.4375 -17.3122 1.2 -1.3 -2.4
C -3.7558 -21.4036 -18.9369 -0.6 0.5 2.1
C -4.4128 -22.7131 -19.2525 -0.1 -0.7 -0.6
C -2.4062 -24.0208 -18.9926 -1.8 0.9 1.6
C -1.4982 -25.0107 -18.3188 -0.4 -0.4 0.5
C -0.2611 -24.9317 -19.1556 2.1 -1.1 -1.4
H -4.9278 -26.0348 -14.4788 0.1 -0.5 0.2
H -4.3632 -27.6813 -14.9382 0.7 -0.3 0.2
H -6.0255 -27.4216 -14.4733 -0.2 -0.2 0.3
H -6.4188 -26.0299 -16.3666 -0.3 0.7 -0.1
H -5.8171 -27.4554 -17.0250 0.1 -0.7 -0.1
H -3.5962 -26.6425 -17.3152 0.2 0.1 0.3
H -3.9107 -25.3214 -16.1504 0.1 -0.1 -0.8
H -5.6366 -24.5759 -18.0715 0.6 -0.3 -0.3
H -4.5269 -25.3777 -19.2084 0.0 -0.5 0.0
H -2.8617 -23.3154 -16.4196 0.6 -0.1 0.2
H -4.5884 -23.2050 -16.4383 -0.3 0.1 0.1
H -2.5814 -21.1234 -17.0664 -0.1 0.5 0.0
H -4.3745 -20.8546 -16.8954 -0.5 0.4 0.7
H -2.7927 -21.2778 -19.4345 -0.2 0.3 0.2
H -4.4652 -20.5852 -19.0547 0.2 0.1 -0.8
H -4.3494 -23.0795 -20.3084 0.2 0.4 1.0
H -5.4525 -22.7565 -18.9908 -0.7 0.3 0.2
H -2.0433 -23.0306 -19.1246 1.5 0.6 0.1
H -2.7555 -24.3549 -19.9329 0.0 -0.8 -1.2
H -1.9625 -26.0265 -18.3749 0.5 0.7 0.1
H -1.2554 -24.7684 -17.2594 -0.3 -0.1 -0.6
H 0.3448 -24.0487 -18.9583 -0.3 0.3 0.0
H -0.5161 -24.9401 -20.2286 -0.2 0.4 0.3
H 0.4787 -25.7785 -19.1340 -0.8 0.3 0.7
C -10.0060 -25.9993 -20.3510 0.6 0.3 -1.1
C -10.5779 -25.4350 -21.6993 -0.9 0.5 0.6
C -10.0171 -26.0764 -22.9410 0.7 -2.1 1.0
C -10.4700 -25.5977 -24.2703 0.3 1.2 0.6
N -9.9826 -26.4533 -25.3573 0.6 -1.7 -0.8
C -10.3876 -25.8181 -26.6562 -0.1 0.0 -0.4
C -11.5654 -26.5845 -27.2934 0.6 -0.6 0.9
C -11.9114 -27.6943 -26.2535 -0.1 0.0 -1.4
C -10.6745 -27.7825 -25.3647 -1.0 -1.5 0.7
C -8.4291 -26.7175 -25.2265 -1.0 -0.1 -0.3
C -7.8255 -27.3608 -26.4962 0.0 -0.5 0.6
C -6.9203 -28.6257 -26.2619 -1.9 0.9 -0.2
H -10.5270 -26.9020 -20.0107 0.1 0.1 -0.2
H -10.0533 -25.2346 -19.5888 -0.3 0.1 0.3
H -8.9211 -26.2147 -20.4516 -0.6 0.0 -0.1
H -10.4033 -24.3526 -21.7932 0.2 -0.2 0.4
H -11.6910 -25.5230 -21.6819 0.6 -0.1 0.0
H -10.2239 -27.1786 -22.8821 0.2 0.6 0.2
H -8.9180 -25.9820 -22.9023 -0.4 0.1 0.1
H -10.0688 -24.6019 -24.4172 0.5 0.2 -0.4
H -11.5274 -25.4715 -24.3993 -0.8 -0.4 0.1
H -9.5117 -25.7668 -27.2845 0.0 0.2 -0.1
H -10.6039 -24.8416 -26.3265 -0.3 1.3 -0.5
H -11.1731 -26.9822 -28.2340 -0.5 -0.2 0.1
H -12.4670 -26.0059 -27.4657 0.2 0.4 -0.2
H -12.1776 -28.6240 -26.7950 0.6 0.2 0.5
H -12.8444 -27.4699 -25.7463 0.2 0.4 0.5
H -9.9816 -28.5306 -25.7439 0.1 0.2 -0.2
H -10.9817 -28.1782 -24.3638 0.6 0.8 -0.6
H -8.4306 -27.3390 -24.3426 0.5 -0.4 0.1
H -8.0283 -25.7376 -24.9972 0.2 0.2 -0.2
H -7.3058 -26.5731 -27.0488 -0.1 -0.5 0.2
H -8.6511 -27.7268 -27.1066 0.0 0.2 -0.3
H -6.1684 -28.4412 -25.5397 0.5 0.0 1.1
H -6.3914 -28.8319 -27.1572 0.4 -0.2 -1.1
H -7.5648 -29.5077 -26.0629 0.5 0.4 0.3
C -7.4001 -23.2628 -26.3370 0.0 -1.1 0.3
O -7.4762 -21.9624 -26.9146 -1.4 0.1 -0.3
O -8.5415 -23.9303 -26.0236 1.0 0.9 0.0
C -6.5975 -24.0892 -27.3590 3.0 2.7 1.3
F -7.2523 -24.8285 -28.1839 -1.3 -1.4 -1.3
F -5.7462 -23.3213 -28.0805 -0.4 0.4 -0.8
F -5.6789 -24.8394 -26.6785 -0.5 -1.5 0.5
C -8.3879 -21.1891 -26.1201 0.3 -0.4 -1.3
C -8.3496 -19.7435 -26.6322 0.6 -0.3 0.6
H -8.6703 -19.6105 -27.6550 -0.2 -0.3 -0.4
H -8.9854 -19.1249 -26.0130 -0.2 0.2 0.3
H -7.3209 -19.3449 -26.5682 -0.4 -0.3 0.1
H -7.9457 -21.2707 -25.1379 -0.5 0.4 0.8
H -9.3779 -21.7244 -26.1662 0.7 0.9 0.3
H -6.6368 -23.1200 -25.5173 -0.7 -0.3 0.1
C -8.0642 -21.2186 -18.8905 -3.1 -1.0 -0.4
O -8.6505 -21.4471 -20.3109 0.9 0.9 1.2
O -8.4743 -20.1589 -18.2954 -0.1 0.5 0.1
C -8.6420 -22.5335 -18.2342 2.2 -1.6 0.7
F -9.9464 -22.7307 -18.1869 -0.2 0.5 -0.1
F -8.1205 -23.7436 -18.7950 -0.6 1.2 0.4
F -8.1611 -22.6192 -16.9470 -0.5 0.2 -0.2
C -7.6226 -22.0512 -21.0392 -0.1 -1.1 -1.5
C -7.9804 -22.1695 -22.5407 0.4 1.6 0.9
H -7.8398 -21.1798 -23.0271 0.2 -0.6 0.2
H -7.3307 -22.9026 -22.9802 0.2 -0.2 -0.5
H -9.0194 -22.3759 -22.7374 -0.5 -0.6 0.2
H -7.3981 -23.0574 -20.6307 -0.1 0.4 -0.4
H -6.6942 -21.4835 -20.9520 0.2 0.2 -0.1
H -7.0047 -21.3315 -18.9748 1.1 -0.3 -0.2
C -2.5264 -18.3953 -25.1969 0.4 0.8 2.2
O -2.7010 -17.0560 -24.3148 0.6 0.1 -0.5
O -3.5134 -19.1500 -25.0393 -0.7 -1.0 0.3
C -2.3965 -17.9667 -26.6228 -0.6 0.7 -1.2
F -1.1356 -17.5886 -26.9250 -0.1 0.9 -0.2
F -2.6239 -19.0261 -27.4216 -0.2 0.4 -0.3
F -3.3143 -16.9624 -26.9975 1.7 -1.3 0.3
C -1.5028 -16.4586 -23.9712 2.0 0.7 0.3
C -1.6330 -15.3776 -22.9027 -2.4 -0.8 0.1
H -2.3411 -15.8326 -22.1782 0.1 0.7 -0.1
H -0.7482 -15.1155 -22.3368 0.4 0.1 -0.4
H -2.1047 -14.5552 -23.4635 0.1 0.3 1.0
H -1.0325 -15.8484 -24.7722 0.0 -0.9 -0.5
H -0.7174 -17.1357 -23.5490 -0.5 -0.3 -0.7
H -1.5075 -18.6711 -24.7748 -0.4 -0.2 -0.6
C 0.0029 -20.3593 -19.1420 -2.0 -2.4 -0.9
O 0.2485 -20.4981 -20.6134 1.3 0.9 0.6
O -0.8044 -21.3418 -18.6851 1.0 1.1 -0.1
C 1.3771 -20.4594 -18.5039 -0.2 1.9 0.9
F 1.9606 -21.5788 -18.7288 1.5 -1.8 -1.0
F 2.2424 -19.4068 -18.8726 -0.9 -1.3 0.6
F 1.2586 -20.4354 -17.1299 0.1 0.9 -0.6
C -0.7059 -21.1145 -21.4049 -2.4 0.3 0.9
C -0.3372 -21.1167 -22.8560 0.8 -1.6 0.0
H 0.6234 -21.7133 -22.9574 -0.8 1.0 -0.2
H -1.1275 -21.7056 -23.3614 0.3 0.4 -0.1
H -0.2908 -20.1196 -23.2663 0.3 0.2 -0.3
H -1.7330 -20.5762 -21.3382 1.3 -0.7 0.1
H -0.8704 -22.1591 -21.0810 -0.1 0.2 0.0
H -0.3673 -19.3449 -18.9883 -0.1 0.5 0.0
C 0.5424 -25.2831 -27.9213 -1.4 -0.7 0.0
O -0.6956 -24.5266 -27.6358 0.5 -1.1 -0.5
O 0.6267 -26.2359 -27.0506 0.7 -0.7 -0.1
C 0.5144 -25.8139 -29.4182 0.9 -1.8 0.3
F 0.5580 -24.8889 -30.3755 -0.8 0.7 -0.1
F 1.6227 -26.5879 -29.6985 0.4 0.5 0.7
F -0.4654 -26.7131 -29.6722 -0.8 0.8 0.1
C -0.5719 -23.1543 -27.7861 -0.3 0.8 -0.9
C -1.6395 -22.5015 -26.9519 0.6 -1.5 0.0
H -1.6789 -21.4704 -27.1488 -0.6 1.4 -0.3
H -2.5314 -23.0726 -27.1916 -0.5 0.5 0.1
H -1.4136 -22.6313 -25.9107 0.0 -0.1 0.8
H -0.7973 -22.9012 -28.8347 0.4 0.2 0.0
H 0.4532 -22.8252 -27.5437 -0.2 0.1 0.0
H 1.2983 -24.5162 -27.9331 1.1 0.6 0.0
C -4.2539 -24.8682 -22.4036 -0.4 -1.8 -0.4
O -4.5175 -23.5334 -22.1301 -0.2 1.1 -1.2
O -3.5759 -25.5638 -21.5309 0.0 0.0 1.2
C -5.6645 -25.4846 -22.6638 0.0 -1.0 0.8
F -6.3050 -24.9627 -23.6703 -0.4 0.7 -1.9
F -5.6330 -26.8618 -22.9253 0.3 0.6 0.1
F -6.5450 -25.3510 -21.6419 0.3 -0.2 0.8
C -4.1550 -22.7255 -23.3168 -1.5 0.3 1.8
C -4.4419 -21.3306 -22.9247 -0.4 0.7 0.5
H -3.9898 -21.1588 -21.9489 0.1 0.3 0.1
H -4.0558 -20.6249 -23.6485 0.2 0.3 -0.2
H -5.5345 -21.1593 -22.8227 0.7 -0.3 -0.2
H -4.7428 -22.9306 -24.1941 -0.3 -0.8 -0.4
H -3.1396 -22.9547 -23.4642 1.5 0.1 -0.6
H -3.7691 -24.8587 -23.3816 0.1 -0.3 -0.9
```
Forces are in eV/Å.

The value obtained for the highest occupied orbital energy is -4.2599 eV. The frontier orbital gap is 4.1 eV. The calculation puts the strongest force on any atom at 4.238 eV Å⁻¹. Its net charge is -1.

Atomic partial charges in e from the Löwdin method, atoms 1 to 4: -0.097 -0.216 -0.183 -0.150